Run i
Density functional theory data (ωB97M-V/def2-TZVPD) for a structure of composition C9H15N3O6.

Positions of all 33 atoms, in Å:
C (-0.181, 1.799, 1.580)
C (0.119, 0.590, 0.801)
C (-1.495, 1.889, 2.356)
C (-1.323, 1.480, 3.731)
C (-0.145, -0.732, -1.086)
C (-1.133, -1.640, -0.461)
C (1.343, -1.074, -1.284)
C (1.160, -2.197, -2.417)
C (1.247, -1.582, -3.756)
H (-0.360, 4.014, 0.989)
H (0.852, 2.862, 0.220)
H (0.874, 1.965, 1.923)
H (-2.116, 1.031, 1.902)
H (-1.919, 2.894, 2.383)
H (0.665, 0.805, 3.590)
H (-0.156, 0.668, 5.128)
H (-0.824, 1.314, -0.940)
H (-0.523, -0.408, -2.103)
H (1.704, -0.097, -1.795)
H (2.034, -1.273, -0.413)
H (0.535, -2.955, -2.104)
H (2.083, -2.809, -2.322)
H (1.898, -1.676, -5.707)
H (-1.823, -3.666, -0.986)
N (-0.116, 3.034, 0.578)
N (-0.181, 0.955, 4.269)
N (-0.265, 0.515, -0.481)
O (0.700, -0.304, 1.333)
O (-2.393, 1.591, 4.442)
O (-1.868, -1.457, 0.507)
O (1.385, -0.330, -3.867)
O (1.359, -2.404, -4.835)
O (-1.135, -2.801, -1.177)

LUMO energy: 0.02 eV
2S+1: 1
molar mass: 261.2 g mol⁻¹
HOMO: -9.2052 eV
charge: 0
gap between HOMO and LUMO: 9.2 eV

Löwdin population analysis, charges in e, atoms 1 to 5: C -0.27; C -0.55; C -0.06; C -0.49; C -0.29

***

Run ii
Density functional theory data (ωB97M-V/def2-TZVPD) for the molecule C9H15N3O6.

Positions of all 33 atoms, in Å:
C (1.584, -1.025, -0.339)
C (0.884, 0.303, -0.679)
C (3.070, -0.888, -0.751)
C (3.825, -0.432, 0.443)
C (-1.319, 1.250, -0.888)
C (-0.919, 2.301, 0.194)
C (-2.685, 0.737, -0.556)
C (-2.951, -0.142, 0.662)
C (-2.986, -1.641, 0.315)
H (1.310, -3.061, -0.229)
H (-0.032, -2.344, -0.779)
H (1.572, -1.103, 0.771)
H (3.093, -0.222, -1.606)
H (3.442, -1.930, -1.102)
H (2.812, 1.411, 0.563)
H (4.149, 1.084, 1.580)
H (-0.886, -0.832, -0.896)
H (-1.311, 1.804, -1.801)
H (-3.049, 0.214, -1.526)
H (-3.461, 1.469, -0.633)
H (-3.848, 0.188, 1.197)
H (-2.063, -0.119, 1.309)
H (-3.685, -3.217, 1.060)
H (-1.342, 4.108, 0.698)
N (0.985, -2.296, -0.833)
N (3.683, 0.918, 0.694)
N (-0.454, 0.068, -0.814)
O (1.372, 1.362, -0.847)
O (4.492, -1.139, 1.129)
O (-0.288, 1.994, 1.159)
O (-2.335, -2.268, -0.529)
O (-3.764, -2.276, 1.262)
O (-1.630, 3.445, 0.034)

LUMO energy: 0.29 eV
2S+1: 1
molar mass: 261.2 g mol⁻¹
HOMO: -9.4415 eV
charge: 0
gap between HOMO and LUMO: 9.7 eV

Löwdin population analysis, charges in e, atoms 1 to 5: C -0.27; C -0.46; C -0.07; C -0.59; C -0.20

***

So which one wins? Going from most stable to least: run ii, run i.

***

Run i
Density functional theory data (ωB97M-V/def2-TZVPD) for the ion C6H12N5 with charge +1.

Positions of all 23 atoms, in Å:
C (1.804, -1.451, 0.634)
C (2.178, 0.790, -0.322)
C (-3.735, 0.862, -0.070)
C (-3.121, -0.245, 0.281)
C (2.293, -0.105, 0.948)
C (-1.882, -0.817, -0.380)
N (0.870, -1.625, -0.171)
N (1.308, 0.533, -1.206)
N (3.012, 1.790, -0.293)
N (-0.783, 0.000, -0.111)
N (0.506, -0.523, -0.953)
H (2.035, -2.331, 1.233)
H (-4.459, 1.405, 0.485)
H (-3.802, 1.200, -1.119)
H (-3.336, -0.834, 1.177)
H (1.510, 0.251, 1.689)
H (3.281, -0.045, 1.335)
H (-2.091, -0.725, -1.414)
H (-1.777, -1.930, -0.227)
H (3.667, 2.031, 0.427)
H (2.945, 2.540, -1.047)
H (-0.454, 0.011, 0.880)
H (0.032, -0.785, -1.776)

LUMO energy: -3.60 eV
2S+1: 1
molar mass: 154.2 g mol⁻¹
HOMO: -13.0334 eV
charge: +1
gap between HOMO and LUMO: 9.4 eV

Löwdin population analysis, charges in e, atoms 1 to 5: C -0.11; C -0.39; C 0.04; C -0.16; C -0.04

***

Run ii
Density functional theory data (ωB97M-V/def2-TZVPD) for a cluster of 2 separate species, C6H12N5 in total.

Positions of all 23 atoms, in Å:
C (-0.717, 0.429, -1.603)
C (-0.947, 1.456, -0.656)
C (-1.306, -0.728, -1.035)
C (-2.719, -1.221, 0.958)
C (2.830, 1.441, 0.033)
C (1.768, -0.479, 0.841)
N (-1.716, 0.928, 0.379)
N (0.827, -1.984, -0.676)
N (1.393, -1.106, -0.076)
N (-1.932, -0.378, 0.099)
N (2.441, 0.659, 1.133)
H (-0.384, 0.400, -2.577)
H (-0.614, 2.445, -0.557)
H (-3.535, -0.692, 1.604)
H (-3.261, -2.006, 0.415)
H (-2.165, -1.780, 1.799)
H (2.021, 2.247, -0.175)
H (3.745, 2.046, 0.182)
H (3.088, 0.871, -0.896)
H (-1.268, -1.736, -1.322)
H (1.536, -2.638, -1.103)
H (-2.125, 1.301, 1.262)
H (3.039, 0.525, 1.971)

LUMO energy: -3.19 eV
2S+1: 1
molar mass: 154.2 g mol⁻¹
HOMO: -11.8676 eV
charge: +1
gap between HOMO and LUMO: 8.7 eV

Löwdin population analysis, charges in e, atoms 1 to 5: C 0.01; C 0.01; C -0.04; C -0.01; C -0.14

***

So which one wins? Going from most stable to least: run ii, run i.

***

Run i
Density functional theory data (ωB97M-V/def2-TZVPD) for the molecule ClHOS.

Positions of all 4 atoms, in Å:
O (0.184, 0.491, 0.506)
S (-0.619, -1.008, 0.126)
Cl (1.812, 0.807, 0.095)
H (-1.377, -0.290, -0.727)

LUMO energy: -0.87 eV
2S+1: 1
molar mass: 84.5 g mol⁻¹
HOMO: -9.9632 eV
charge: 0
gap between HOMO and LUMO: 9.1 eV

List of Löwdin charges in e, atom by atom: O -1.12; S 0.72; Cl 0.54; H -0.13

***

Run ii
Density functional theory data (ωB97M-V/def2-TZVPD) for the molecule ClHOS.

Positions of all 4 atoms, in Å:
O (1.095, -0.316, -0.263)
S (-0.828, -0.264, -0.967)
Cl (1.081, -0.246, 1.405)
H (-1.347, 0.827, -0.175)

LUMO energy: -1.81 eV
2S+1: 1
molar mass: 84.5 g mol⁻¹
HOMO: -10.1365 eV
charge: 0
gap between HOMO and LUMO: 8.3 eV

List of Löwdin charges in e, atom by atom: O -0.99; S 0.60; Cl 0.51; H -0.12

***

So which one wins? Going from most stable to least: run i, run ii.

***

Run i
Density functional theory data (ωB97M-V/def2-TZVPD) for a cluster of 2 separate species, C4H15N2O2 in total.

Positions of all 23 atoms, in Å:
N (-1.343, 1.122, -2.185)
C (-2.341, 0.472, -1.212)
C (-1.622, 0.002, 0.063)
N (-0.782, 1.157, 0.450)
C (0.587, 0.969, 0.900)
C (1.649, 0.503, -0.104)
O (1.643, 1.132, -1.368)
H (-1.228, 0.526, -3.035)
H (-0.468, 1.118, -1.684)
H (-1.403, 2.192, -2.320)
H (-3.131, 1.182, -1.028)
H (-2.703, -0.347, -1.793)
H (-2.319, -0.342, 0.864)
H (-0.997, -0.854, -0.104)
H (-1.159, 1.928, 0.985)
H (0.789, 2.035, 1.206)
H (0.755, 0.364, 1.790)
H (1.552, -0.582, -0.376)
H (2.644, 0.598, 0.386)
H (2.488, 1.590, -1.414)
H (2.301, -5.562, 2.900)
H (2.954, -4.497, 3.767)
O (2.133, -4.708, 3.314)

LUMO energy (alpha / beta): 0.70 / 0.62 eV
2S+1: 2
molar mass: 123.2 g mol⁻¹
HOMO (alpha / beta): -2.9778 / -9.2622 eV
charge: 0
gap between HOMO and LUMO (alpha / beta): 3.7 / 9.9 eV

Löwdin population analysis, charges in e, atoms 1 to 5: N 0.03; C -0.24; C -0.20; N -0.10; C -0.23

***

Run ii
Density functional theory data (ωB97M-V/def2-TZVPD) for a cluster of 3 separate species, C4H15N2O2 in total.

Positions of all 23 atoms, in Å:
C (2.404, -0.502, -1.368)
C (1.461, 0.676, -1.128)
C (0.112, 0.155, -0.636)
C (-0.953, 0.128, -1.465)
N (-2.246, -0.463, -1.040)
N (0.033, -0.247, 0.659)
H (1.878, -1.215, -1.996)
H (2.642, -0.969, -0.417)
H (3.320, -0.175, -1.857)
H (1.140, 1.193, -2.039)
H (1.707, 1.465, -0.426)
H (-0.942, 0.401, -2.504)
H (-2.892, -0.156, -1.787)
H (-2.299, -1.505, -1.020)
H (-2.658, -0.095, -0.151)
H (-0.840, -0.455, 1.115)
H (0.834, -0.086, 1.248)
H (-3.730, -0.218, 1.957)
H (-3.221, 1.227, 1.803)
O (-3.047, 0.317, 1.507)
H (3.222, 0.636, 2.730)
H (2.748, -0.830, 2.723)
O (2.552, 0.044, 2.372)

LUMO energy (alpha / beta): 0.36 / 0.32 eV
2S+1: 2
molar mass: 123.2 g mol⁻¹
HOMO (alpha / beta): -2.8339 / -8.2693 eV
charge: 0
gap between HOMO and LUMO (alpha / beta): 3.2 / 8.6 eV

Löwdin population analysis, charges in e, atoms 1 to 5: C -0.08; C -0.19; C -0.40; C -0.19; N 0.04

***

So which one wins? Going from most stable to least: run ii, run i.

***

Run i
Density functional theory data (ωB97M-V/def2-TZVPD) for a cluster of 2 separate species, C4H12N2S2 in total.

Positions of all 20 atoms, in Å:
C (-1.545, 2.046, -0.554)
C (-0.104, 1.582, -0.344)
S (0.959, 2.364, -1.577)
S (2.410, 3.104, -0.214)
H (-1.887, 1.729, -1.564)
H (-1.624, 3.126, -0.461)
H (-2.170, 1.657, 0.249)
H (0.032, 0.494, -0.458)
H (0.215, 1.814, 0.645)
H (2.174, 4.407, -0.411)
C (-0.040, -1.746, 1.764)
N (-0.165, -2.646, -0.838)
C (1.032, -2.424, -0.244)
N (1.145, -1.814, 0.860)
H (-1.043, -1.466, 1.244)
H (0.230, -1.031, 2.529)
H (-0.346, -2.673, 2.247)
H (-1.046, -2.537, -0.370)
H (-0.133, -3.296, -1.635)
H (1.906, -2.691, -0.867)

LUMO energy: 0.53 eV
2S+1: 1
molar mass: 152.3 g mol⁻¹
HOMO: -8.5994 eV
charge: 0
gap between HOMO and LUMO: 9.1 eV

Löwdin population analysis, charges in e, atoms 1 to 5: C -0.18; C -0.66; S 0.44; S 0.32; H 0.08

***

Run ii
Density functional theory data (ωB97M-V/def2-TZVPD) for a cluster of 2 separate species, C4H12N2S2 in total.

Positions of all 20 atoms, in Å:
S (2.041, 1.551, -0.385)
S (-2.138, 1.304, 0.970)
C (-0.444, 1.016, 1.201)
C (-0.019, -0.519, 1.179)
C (0.077, -1.058, -0.251)
N (-1.106, -1.008, -1.045)
C (-0.891, -0.465, -2.380)
N (1.242, -0.698, 1.806)
H (1.860, 2.785, 0.099)
H (-0.139, 1.426, 2.153)
H (0.156, 1.494, 0.364)
H (-0.739, -1.143, 1.690)
H (0.476, -2.047, -0.172)
H (0.865, -0.441, -0.681)
H (-1.832, -0.523, -0.548)
H (-1.794, -0.530, -2.954)
H (-0.166, -1.096, -2.912)
H (-0.541, 0.563, -2.378)
H (1.889, 0.001, 1.435)
H (1.204, -0.613, 2.811)

LUMO energy: -3.73 eV
2S+1: 1
molar mass: 152.3 g mol⁻¹
HOMO: -8.4637 eV
charge: 0
gap between HOMO and LUMO: 4.7 eV

Löwdin population analysis, charges in e, atoms 1 to 5: S 0.51; S 0.73; C -0.69; C -0.46; C -0.27

***

Run iii
Density functional theory data (ωB97M-V/def2-TZVPD) for a cluster of 2 separate species, C4H12N2S2 in total.

Positions of all 20 atoms, in Å:
C (-1.182, -1.686, -0.039)
C (2.629, 0.367, -0.604)
C (-1.716, -0.313, 0.318)
C (-1.278, 0.721, -0.568)
N (1.557, 1.042, 1.325)
N (1.874, 0.023, 0.546)
S (-3.670, -0.432, 0.353)
S (-1.221, 2.396, -0.126)
H (-1.422, -1.933, -1.070)
H (-0.099, -1.682, 0.081)
H (-1.612, -2.441, 0.614)
H (2.709, 1.451, -0.761)
H (3.639, -0.050, -0.506)
H (2.172, -0.097, -1.481)
H (-1.535, -0.071, 1.367)
H (-1.205, 0.556, -1.628)
H (1.835, 1.996, 1.113)
H (1.111, 0.825, 2.197)
H (-3.783, -0.656, -0.949)
H (-1.519, 2.221, 1.164)

LUMO energy (alpha / beta): 0.01 / 0.62 eV
2S+1: 1
molar mass: 152.3 g mol⁻¹
HOMO (alpha / beta): -7.0794 / -7.1200 eV
charge: 0
gap between HOMO and LUMO (alpha / beta): 7.1 / 7.7 eV

Löwdin population analysis, charges in e, atoms 1 to 5: C -0.15; C -0.17; C -0.75; C -0.60; N -0.02

***

Run iv
Density functional theory data (ωB97M-V/def2-TZVPD) for a cluster of 2 separate species, C4H12N2S2 in total.

Positions of all 20 atoms, in Å:
C (1.252, -1.817, -0.282)
C (-2.277, 0.286, 0.980)
C (1.248, -0.304, -0.535)
C (0.492, 0.532, 0.470)
N (-1.845, 0.549, -1.233)
N (-1.402, 0.025, -0.147)
S (3.026, 0.082, -0.332)
S (0.469, 2.284, 0.382)
H (1.783, -2.201, -1.120)
H (1.845, -2.055, 0.650)
H (0.183, -2.208, -0.228)
H (-3.118, -0.372, 0.838)
H (-1.677, -0.085, 1.827)
H (-2.510, 1.270, 1.359)
H (1.076, 0.034, -1.486)
H (0.329, 0.022, 1.434)
H (-2.340, 1.416, -1.263)
H (-1.350, 0.215, -2.042)
H (3.252, -0.155, 1.037)
H (1.564, 2.482, -0.309)

LUMO energy (alpha / beta): 0.79 / 0.79 eV
2S+1: 1
molar mass: 152.3 g mol⁻¹
HOMO (alpha / beta): -6.9648 / -6.9655 eV
charge: 0
gap between HOMO and LUMO (alpha / beta): 7.8 / 7.8 eV

Löwdin population analysis, charges in e, atoms 1 to 5: C -0.16; C -0.14; C -0.76; C -0.62; N -0.01

***

So which one wins? Going from most stable to least: run i, run iii, run iv, run ii.

***

Run i
Density functional theory data (ωB97M-V/def2-TZVPD) for the molecule S2.

Positions of all 2 atoms, in Å:
S (0.000, 0.000, 0.961)
S (0.000, 0.000, -0.961)

LUMO energy: -2.63 eV
2S+1: 1
molar mass: 64.1 g mol⁻¹
HOMO: -8.3849 eV
charge: 0
gap between HOMO and LUMO: 5.8 eV

List of Löwdin charges in e, atom by atom: S 0.00; S 0.00

***

Run ii
Density functional theory data (ωB97M-V/def2-TZVPD) for a cluster of 2 separate species, S2 in total.

Positions of all 2 atoms, in Å:
S (0.000, 0.000, 1.570)
S (0.000, 0.000, -1.570)

LUMO energy: -4.96 eV
2S+1: 1
molar mass: 64.1 g mol⁻¹
HOMO: -9.7643 eV
charge: 0
gap between HOMO and LUMO: 4.8 eV

List of Löwdin charges in e, atom by atom: S 0.00; S 0.00

***

So which one wins? Going from most stable to least: run i, run ii.

***

Run i
Density functional theory data (ωB97M-V/def2-TZVPD) for the molecule CH2OS2.

Positions of all 6 atoms, in Å:
C (0.370, -0.069, -0.159)
O (3.046, 0.097, -0.017)
S (1.859, 0.937, 0.053)
S (1.059, -1.850, 0.038)
H (-0.151, 0.135, 0.774)
H (-0.376, 0.131, -0.901)

LUMO energy (alpha / beta): -1.02 / -2.22 eV
2S+1: 1
molar mass: 94.2 g mol⁻¹
HOMO (alpha / beta): -9.8268 / -8.9575 eV
charge: 0
gap between HOMO and LUMO (alpha / beta): 8.8 / 6.7 eV

Löwdin population analysis, charges in e, atoms 1 to 5: C -0.79; O -0.61; S 0.81; S 0.57; H 0.01

***

Run ii
Density functional theory data (ωB97M-V/def2-TZVPD) for the molecule CH2OS2.

Positions of all 6 atoms, in Å:
C (0.142, 0.019, 0.019)
H (-1.999, -0.672, 0.617)
H (1.807, 0.863, -0.537)
O (1.451, 0.176, 0.089)
S (-0.744, -0.796, 1.293)
S (-0.658, 0.409, -1.481)

LUMO energy: -0.05 eV
2S+1: 1
molar mass: 94.2 g mol⁻¹
HOMO: -8.8450 eV
charge: 0
gap between HOMO and LUMO: 8.8 eV

Löwdin population analysis, charges in e, atoms 1 to 5: C -1.24; H -0.06; H 0.13; O -0.08; S 0.75

***

So which one wins? Going from most stable to least: run ii, run i.

***

Run i
Density functional theory data (ωB97M-V/def2-TZVPD) for a cluster of 2 separate species, C2H7N2O in total.

Positions of all 12 atoms, in Å:
C (-0.071, -0.597, 0.531)
C (-0.109, 0.572, -0.365)
N (-1.597, -2.004, -0.023)
N (0.997, 1.515, -0.403)
O (-0.622, 0.661, 0.900)
H (0.642, -0.811, 1.259)
H (-0.672, 0.434, -1.301)
H (-0.825, -2.523, -0.390)
H (-1.720, -2.559, 0.909)
H (1.789, 1.244, 0.254)
H (0.736, 2.519, -0.083)
H (1.453, 1.551, -1.288)

LUMO energy: -4.28 eV
2S+1: 1
molar mass: 75.1 g mol⁻¹
HOMO: -14.2655 eV
charge: +1
gap between HOMO and LUMO: 10.0 eV

Löwdin population analysis, charges in e, atoms 1 to 5: C 0.00; C -0.32; N 0.11; N 0.24; O 0.03

***

Run ii
Density functional theory data (ωB97M-V/def2-TZVPD) for a cluster of 2 separate species, C2H7N2O in total.

Positions of all 12 atoms, in Å:
C (1.576, -0.980, 2.128)
N (0.413, -0.937, 1.639)
H (1.895, -1.930, 2.542)
H (2.134, -0.053, 2.095)
H (0.056, -0.077, 1.179)
H (-0.229, -1.719, 1.582)
C (-0.940, 0.482, -1.417)
N (-0.900, 1.479, -2.298)
O (-0.674, 0.551, -0.217)
H (-1.206, -0.489, -1.852)
H (-0.971, 2.475, -2.144)
H (-1.153, 1.197, -3.239)

LUMO energy: -4.82 eV
2S+1: 1
molar mass: 75.1 g mol⁻¹
HOMO: -14.4288 eV
charge: +1
gap between HOMO and LUMO: 9.6 eV

Löwdin population analysis, charges in e, atoms 1 to 5: C 0.16; N 0.19; H 0.13; H 0.13; H 0.09

***

Run iii
Density functional theory data (ωB97M-V/def2-TZVPD) for a cluster of 2 separate species, C2H7N2O in total.

Positions of all 12 atoms, in Å:
C (-0.909, -2.477, -0.752)
C (0.890, 1.638, 0.623)
N (-0.157, 0.869, 0.624)
N (-0.624, -1.286, -1.006)
O (0.998, 2.761, 1.267)
H (-1.116, -3.291, -1.483)
H (-0.967, -2.801, 0.319)
H (1.823, 1.174, 0.107)
H (-1.025, 1.082, 1.114)
H (-0.327, -1.046, -1.870)
H (-0.167, -0.125, -0.087)
H (1.581, 3.502, 1.144)

LUMO energy: -3.46 eV
2S+1: 1
molar mass: 75.1 g mol⁻¹
HOMO: -15.1584 eV
charge: +1
gap between HOMO and LUMO: 11.7 eV

Löwdin population analysis, charges in e, atoms 1 to 5: C 0.00; C -0.21; N 0.16; N 0.04; O 0.15

***

So which one wins? Going from most stable to least: run ii, run iii, run i.